Density functional theory data (ωB97M-V/def2-TZVPD) for C37H37F3O2P2Sn as an isolated structure.

Output
charge: +2
DFT total energy: -2778.47506 hartree
LUMO energy (alpha / beta): -0.30284 / -0.34793 Eh
HOMO (alpha / beta): -13.18 / -13.22 eV

Structure (XYZ):
```
82
Properties=species:S:1:pos:R:3:forces:R:3
Sn 0.03260 2.30701 4.23381 -0.09 0.24 1.15
C 1.96276 -2.07778 6.11051 -1.19 0.11 3.86
C 2.29996 -2.25154 4.82408 0.01 -0.40 -3.65
C 1.61497 -3.16264 3.84740 0.90 0.06 -0.10
C 0.29401 -2.59705 3.25273 0.01 -0.11 -0.44
C -0.83820 -2.33001 4.21298 0.02 0.51 0.13
C -0.94390 -2.67841 5.49904 -0.81 -0.22 -0.33
C -0.06809 -3.62938 6.26403 0.24 -0.55 0.36
C 1.11140 -2.96508 6.97924 -0.17 0.54 0.04
C -2.00292 1.75741 4.82651 0.54 -0.25 -0.22
H 2.26929 -1.15537 6.60810 0.18 -0.09 -0.22
H 3.06491 -1.58767 4.38199 -0.22 -0.41 0.45
H 1.38282 -4.13715 4.27885 0.20 0.17 0.17
H 2.33614 -3.32821 3.03122 -0.41 0.07 0.11
H 0.55728 -1.70030 2.65277 -0.36 -0.33 0.44
H -0.05477 -3.34101 2.51404 0.22 0.24 0.18
H -1.66738 -1.77992 3.74549 0.35 -0.09 0.35
H -1.85219 -2.39779 6.06355 0.51 0.06 -0.57
H 0.29992 -4.47469 5.67843 -0.35 0.11 -0.04
H -0.69037 -4.09010 7.04697 0.28 0.15 -0.17
H 0.71229 -2.33668 7.78956 0.32 -0.03 -0.21
H 1.69355 -3.73802 7.50915 0.26 0.22 -0.25
H -2.23355 2.20878 5.78496 -0.06 0.17 0.01
H -2.08602 0.67435 4.95375 -0.14 -0.01 -0.18
H -2.68629 2.11672 4.05499 -0.09 -0.17 0.05
P 1.38103 1.62256 -3.35466 0.91 -1.04 -0.12
P -1.75492 1.28401 -3.56171 -0.97 -1.38 -1.53
C 0.68102 0.05508 -3.92398 -1.66 -0.39 -0.25
C -0.65136 -0.02159 -4.16926 1.72 -0.03 -0.07
C 2.69083 1.88315 -4.64105 -0.37 0.39 -0.28
C 3.21398 0.84161 -5.43354 0.24 0.49 0.04
C 4.25750 1.11306 -6.33049 -0.28 -0.23 0.13
C 4.73574 2.41110 -6.49731 -0.19 0.11 0.25
C 4.15015 3.45585 -5.77169 0.21 -0.02 -0.14
C 3.12986 3.20133 -4.86045 0.02 -0.23 0.26
C 2.28811 0.96425 -1.89403 -0.23 0.42 0.13
C 1.49040 0.56267 -0.80766 0.35 -0.20 0.18
C 2.08430 0.00827 0.32898 0.50 0.12 -0.56
C 3.48141 -0.15044 0.36943 -0.37 0.17 -0.21
C 4.27033 0.26708 -0.70854 -0.07 0.01 0.06
C 3.67990 0.84534 -1.83672 -0.01 -0.06 0.21
C -2.85688 1.31062 -5.07552 0.18 0.65 0.26
C -2.28319 1.79399 -6.26584 -0.05 -0.17 -0.13
C -2.98111 1.70007 -7.47089 -0.08 -0.15 0.20
C -4.26811 1.14203 -7.50122 0.28 0.08 0.30
C -4.86032 0.71083 -6.31070 0.22 0.09 0.15
C -4.16923 0.81695 -5.09690 -0.13 -0.04 -0.06
C -2.78593 0.31494 -2.39232 0.15 0.52 0.79
C -3.63202 1.03716 -1.52979 0.01 -0.14 -0.29
C -4.54773 0.36948 -0.72147 -0.01 -0.27 0.00
C -4.60567 -1.03194 -0.73986 0.33 0.18 -0.31
C -3.70980 -1.75650 -1.53954 0.09 0.45 0.07
C -2.77656 -1.08383 -2.34035 -0.27 -0.10 0.14
H 1.35729 -0.80403 -4.04778 -0.37 0.39 -0.17
H -1.11280 -0.83629 -4.75390 0.29 0.26 0.54
H 2.81974 -0.16683 -5.36672 0.22 0.13 0.04
H 4.69013 0.28992 -6.90465 -0.18 0.30 0.17
H 5.55573 2.61071 -7.19336 -0.35 -0.06 0.27
H 4.50728 4.47527 -5.91576 -0.14 -0.25 0.04
H 2.67305 4.01931 -4.29428 0.24 -0.23 -0.22
H 0.40565 0.66077 -0.86446 0.19 0.04 0.04
H 1.47031 -0.30374 1.16871 0.07 0.05 -0.12
H 3.94715 -0.59366 1.25060 -0.05 0.14 -0.27
H 5.35641 0.15077 -0.67299 -0.39 0.03 0.02
H 4.29705 1.19157 -2.67063 -0.21 -0.16 0.32
H -1.27075 2.20574 -6.25263 -0.29 -0.06 -0.05
H -2.51876 2.04661 -8.39289 -0.09 -0.04 0.22
H -4.80241 1.04742 -8.44817 0.16 0.06 0.31
H -5.86558 0.28755 -6.32281 0.30 0.13 0.03
H -4.64957 0.48827 -4.17427 0.13 0.05 -0.28
H -3.57440 2.12685 -1.52053 -0.14 -0.25 0.01
H -5.22810 0.93620 -0.08418 0.22 -0.16 -0.18
H -5.33962 -1.55776 -0.13143 0.17 0.13 -0.13
H -3.72927 -2.84515 -1.54096 -0.01 0.25 0.01
H -2.05494 -1.65365 -2.92208 -0.30 0.07 0.08
F 0.81320 1.76691 9.30912 -0.40 -0.41 -0.94
C 0.37040 1.03513 8.26741 -0.16 0.33 0.87
F 1.06307 -0.13532 8.29606 -0.26 0.49 -0.23
F -0.93484 0.72714 8.48158 1.00 0.24 -0.31
C 0.51951 1.79157 6.89311 -0.66 0.58 0.28
O -0.13891 2.84888 6.74939 1.27 -1.43 -0.35
O 1.21403 1.21724 5.99146 -0.94 0.14 -0.14
```
Positions in Å, forces in eV/Å.